No. 1
143
Properties=species:S:1:pos:R:3:forces:R:3:lowdin_charge:R:1 method="wB97M-V/def2-TZVPD" homo_lumo_gap_ev=4.46 homo_ev=-16.675 fmax_ha_per_bohr=0.155 total_charge=+4 e_tot_ev=-61660.8671 multiplicity=1
O 0.289 -0.395 -0.449 0.176 -0.041 0.156 -0.38
H 0.003 0.224 0.242 -0.128 -0.237 -0.295 -0.13
C 4.941 0.118 -0.171 0.735 -1.181 -0.950 0.02
C 4.241 1.324 0.431 -0.310 0.206 0.303 -0.41
C 5.229 2.340 0.981 0.795 0.597 0.593 -0.13
C 6.082 3.108 -0.025 -0.398 -2.616 -0.881 -0.15
C 5.113 3.786 -0.971 0.269 1.088 1.018 -0.12
C 3.994 2.986 -1.695 0.718 2.100 0.970 -0.43
N 3.482 1.908 -0.768 -4.293 -4.200 -3.264 0.11
O 2.485 1.208 -1.231 5.096 3.594 2.824 0.13
C 4.561 2.409 -2.971 0.361 -1.416 0.194 0.02
C 2.800 3.919 -2.000 -0.180 -1.131 0.367 0.00
C 3.253 0.944 1.535 -0.635 -0.025 0.077 -0.02
H 5.730 -0.252 0.485 -0.061 0.279 0.233 0.12
H 5.424 0.291 -1.133 0.215 0.552 0.153 0.09
H 4.336 -0.752 -0.433 -0.707 0.271 0.488 0.09
H 5.864 1.787 1.674 -0.016 -0.084 0.032 0.14
H 4.726 3.088 1.597 -0.338 -0.083 0.033 0.13
H 6.654 2.379 -0.605 0.336 -0.081 0.097 0.12
H 6.823 3.742 0.457 -0.398 0.355 -0.091 0.14
H 5.742 4.310 -1.690 -0.613 0.297 -0.275 0.14
H 4.655 4.482 -0.264 -0.406 0.626 -0.666 0.13
H 5.404 1.793 -2.654 -0.033 -0.353 -0.426 0.09
H 5.014 3.145 -3.634 -0.456 0.375 0.220 0.12
H 3.811 1.817 -3.494 0.158 -0.042 -0.123 0.09
H 1.994 3.271 -2.346 -0.035 0.183 -0.440 0.06
H 3.084 4.625 -2.778 -0.016 0.122 0.253 0.12
H 2.432 4.373 -1.080 0.235 0.447 -0.128 0.09
H 2.896 1.832 2.058 -0.087 0.157 -0.218 0.09
H 3.694 0.329 2.321 0.626 0.038 -0.317 0.09
H 2.405 0.359 1.179 -0.010 0.172 -0.454 0.05
C 0.802 -3.693 -0.843 1.697 0.684 1.004 -0.05
C 0.701 -3.340 -2.310 -3.416 -1.257 -0.069 -0.41
C -0.871 -3.479 -2.489 -0.939 -0.079 -0.283 -0.12
C -1.532 -2.918 -3.750 1.559 -0.715 -0.670 -0.16
C -0.976 -1.534 -3.970 -0.654 1.031 1.120 -0.14
C 0.556 -1.314 -3.995 -1.507 0.165 -1.290 -0.39
N 1.126 -1.966 -2.741 7.020 0.177 0.407 0.09
O 2.322 -1.593 -2.367 -6.586 -1.461 -1.417 0.16
C 0.872 0.162 -3.921 0.735 1.059 0.145 -0.03
C 1.021 -2.003 -5.342 1.064 -0.965 1.154 0.03
C 1.454 -4.397 -3.159 0.121 0.380 -0.536 0.03
H 0.392 -4.667 -0.574 -0.261 -0.095 -0.816 0.11
H 0.279 -2.956 -0.235 0.427 0.304 -0.004 0.05
H 1.854 -3.793 -0.569 0.037 0.373 0.332 0.09
H -1.352 -3.059 -1.603 0.184 0.411 0.048 0.09
H -1.134 -4.536 -2.434 0.481 -0.180 0.037 0.13
H -2.619 -2.894 -3.827 -0.048 0.042 0.825 0.13
H -1.295 -3.628 -4.546 0.236 0.245 -0.359 0.11
H -1.286 -0.975 -3.082 -0.282 0.286 0.045 0.11
H -1.472 -1.050 -4.811 0.506 0.081 -0.225 0.14
H 1.882 0.441 -4.227 0.186 -0.540 -0.106 0.08
H 0.787 0.550 -2.904 -0.368 -0.258 0.141 0.05
H 0.249 0.779 -4.567 -0.375 -0.466 -0.074 0.10
H 0.612 -3.011 -5.340 0.180 0.032 -0.140 0.06
H 2.108 -2.077 -5.397 0.053 -0.012 0.091 0.10
H 0.704 -1.570 -6.290 -0.433 0.783 0.558 0.12
H 2.477 -4.062 -3.325 0.093 -0.288 0.080 0.10
H 0.993 -4.589 -4.126 -0.012 0.264 0.015 0.09
H 1.431 -5.361 -2.651 0.125 0.223 0.305 0.11
C -2.422 5.535 -3.551 -0.522 -0.651 -1.067 -0.02
C -1.766 5.257 -2.196 -1.955 1.349 -0.601 -0.42
C -2.660 5.865 -1.092 -0.546 -1.183 1.013 -0.09
C -2.469 5.326 0.393 0.985 1.687 -1.380 -0.15
C -2.547 3.832 0.399 -0.642 -0.032 -0.852 -0.14
C -1.654 3.092 -0.644 -1.971 -1.404 1.477 -0.40
N -1.745 3.715 -2.009 6.985 -0.276 -3.838 0.12
O -1.082 3.152 -2.969 -4.134 1.800 4.648 0.19
C -2.236 1.647 -0.794 0.379 0.311 -0.829 -0.02
C -0.206 3.118 -0.106 0.364 0.242 -1.095 0.01
C -0.344 5.865 -2.230 0.443 -2.077 0.931 0.02
H -3.287 4.918 -3.804 -0.379 -0.003 0.778 0.10
H -1.814 5.287 -4.421 0.650 0.450 0.288 0.10
H -2.762 6.569 -3.608 0.253 0.020 0.074 0.12
H -3.675 5.602 -1.393 -0.195 0.102 0.096 0.13
H -2.631 6.954 -1.098 0.342 -0.059 -0.185 0.14
H -3.254 5.790 0.990 -0.069 -0.233 0.029 0.13
H -1.542 5.759 0.774 0.186 -0.254 0.133 0.11
H -3.609 3.685 0.191 0.011 -0.768 -0.157 0.13
H -2.342 3.341 1.350 0.074 0.213 0.078 0.13
H -2.406 1.087 0.124 0.291 0.616 0.340 0.07
H -1.565 1.029 -1.393 0.005 -0.024 -0.049 0.06
H -3.210 1.737 -1.277 -0.022 -0.074 -0.094 0.10
H 0.094 4.121 0.195 -0.221 -0.052 0.323 0.08
H 0.521 2.811 -0.858 -0.228 -0.312 -0.037 0.06
H -0.147 2.413 0.722 -0.144 0.124 0.026 0.09
H 0.272 5.325 -2.949 -0.102 0.163 -0.237 0.09
H 0.062 5.617 -1.249 0.435 0.678 0.045 0.07
H -0.305 6.933 -2.437 -0.518 -0.090 0.101 0.12
C 2.832 -2.458 2.251 0.668 -0.717 -1.223 -0.10
C 2.348 -1.881 3.520 -0.637 0.987 1.725 -0.24
C 1.010 -1.093 3.400 -0.103 -0.157 0.832 -0.07
N 0.654 -0.180 4.621 0.826 -1.119 0.717 -0.23
C -0.795 0.247 4.551 -0.108 -0.207 -1.909 0.02
C 0.809 -0.900 5.990 0.930 0.465 -0.739 -0.07
C 0.988 0.254 6.958 0.322 -0.595 0.897 -0.13
C 1.541 1.433 6.156 -1.167 1.105 0.122 -0.13
C 1.621 0.995 4.720 -1.127 0.053 -0.245 -0.11
H 2.244 -3.332 1.968 -0.253 0.242 -0.304 0.08
H 3.834 -2.870 2.376 0.074 0.104 0.215 0.10
H 2.911 -1.737 1.438 -0.354 -0.166 -0.138 0.05
H 3.072 -1.174 3.931 0.205 0.042 -0.133 0.10
H 2.350 -2.691 4.249 -0.541 0.102 0.161 0.12
H 0.119 -1.714 3.305 0.233 -0.268 -0.204 0.11
H 1.089 -0.459 2.517 -0.313 0.172 0.094 0.10
H -0.922 0.753 3.593 0.067 0.102 -0.058 0.10
H -1.277 0.888 5.288 1.034 -0.067 0.616 0.13
H -1.390 -0.661 4.466 0.123 -0.065 0.228 0.09
H -0.052 -1.543 6.161 0.132 -0.001 -0.048 0.14
H 1.740 -1.462 5.941 -0.245 -0.226 -0.134 0.13
H 0.041 0.433 7.466 0.090 0.517 -0.098 0.12
H 1.696 0.004 7.749 -0.123 -0.316 -0.016 0.13
H 0.787 2.212 6.267 0.363 0.389 -0.086 0.12
H 2.513 1.840 6.429 -0.184 -0.182 0.518 0.13
H 1.218 1.685 3.979 0.390 0.348 0.105 0.13
H 2.671 0.785 4.525 -0.369 -0.801 -0.555 0.12
C -6.625 -6.399 -0.402 -0.327 0.211 -1.253 -0.08
C -6.224 -5.049 0.182 0.840 -0.201 1.784 -0.22
C -4.718 -5.039 0.507 0.778 -0.474 0.451 -0.12
N -4.148 -3.807 1.223 0.158 2.080 -0.067 -0.23
C -4.875 -3.547 2.521 -0.046 -1.155 -0.188 0.03
C -4.310 -2.543 0.296 -0.508 -1.565 -0.650 -0.08
C -3.229 -1.568 0.647 0.351 0.476 0.470 -0.15
C -2.262 -2.299 1.575 0.136 -0.165 1.252 -0.17
C -2.636 -3.784 1.557 -0.439 0.126 -1.718 -0.06
H -7.693 -6.590 -0.300 -0.031 0.328 0.022 0.09
H -6.160 -7.306 -0.014 0.437 0.365 0.267 0.09
H -6.427 -6.326 -1.472 -0.001 -0.504 -0.082 0.08
H -6.727 -4.976 1.148 -0.234 0.393 -0.069 0.11
H -6.475 -4.187 -0.436 -0.268 -0.228 -0.147 0.11
H -4.105 -5.213 -0.378 0.040 0.326 -0.109 0.13
H -4.458 -5.849 1.190 -0.279 -0.173 -0.003 0.14
H -4.345 -2.901 3.219 -0.033 0.600 -0.656 0.11
H -4.871 -4.494 3.062 -0.447 -0.142 -0.158 0.12
H -5.880 -3.237 2.245 0.059 0.112 0.557 0.11
H -5.334 -2.175 0.345 0.089 0.032 0.578 0.13
H -4.267 -2.919 -0.727 0.475 -0.154 0.025 0.13
H -3.687 -0.741 1.190 0.160 0.153 -0.093 0.12
H -2.649 -1.158 -0.180 -0.376 -0.152 -0.324 0.10
H -2.364 -1.850 2.564 0.014 -0.282 0.218 0.09
H -1.210 -2.187 1.314 -0.076 0.098 -0.321 0.08
H -2.366 -4.409 2.406 -0.400 0.152 0.124 0.14
H -2.123 -4.169 0.674 -0.184 -0.456 -0.011 0.12

No. 2
99
Properties=species:S:1:pos:R:3:forces:R:3:lowdin_charge:R:1 method="wB97M-V/def2-TZVPD" homo_lumo_gap_ev="3.18 / 2.97" homo_ev="-0.503 / -0.281" fmax_ha_per_bohr=0.079 total_charge=-1 e_tot_ev=-147408.3045 multiplicity=1
Lu 0.453 0.500 0.421 1.316 0.884 1.151 1.20
N -1.379 4.091 -1.144 0.084 0.028 -0.483 0.07
N 0.225 0.692 -2.130 -2.197 3.414 0.220 -0.10
C -0.261 -1.729 1.239 -0.939 0.422 0.420 -0.33
C -1.403 -1.104 0.629 0.239 -0.012 1.149 -0.33
C -1.781 0.012 1.447 0.480 -1.083 0.247 -0.32
C -2.957 0.897 1.235 -0.363 0.389 -0.130 -0.05
H -3.713 0.400 0.613 0.073 0.099 0.157 0.08
H -2.689 1.836 0.732 -0.147 -0.117 0.104 0.05
H -3.419 1.170 2.193 0.012 -0.086 -0.196 0.08
C -0.895 0.059 2.568 -0.069 -0.464 -0.683 -0.32
C -1.055 0.933 3.758 -0.052 0.360 0.369 -0.06
H -1.652 0.442 4.545 0.120 0.053 -0.134 0.09
H -1.555 1.872 3.498 0.093 -0.172 0.136 0.06
H -0.085 1.194 4.201 -0.135 0.007 -0.001 0.07
C 0.051 -1.006 2.435 -0.657 0.098 -0.796 -0.33
C 1.078 -1.382 3.439 0.388 -0.112 0.424 -0.07
H 1.567 -0.497 3.864 -0.098 -0.275 -0.051 0.04
H 1.853 -2.018 2.995 -0.089 0.171 0.122 0.07
H 0.635 -1.941 4.280 0.025 0.031 -0.077 0.08
C -2.156 -1.624 -0.545 -0.149 -0.116 -0.380 -0.05
H -2.955 -2.316 -0.230 0.134 0.145 -0.077 0.08
H -1.500 -2.178 -1.228 -0.115 0.150 0.086 0.06
H -2.628 -0.812 -1.113 0.084 -0.166 0.012 0.07
C 0.385 -2.993 0.791 0.215 -0.299 -0.204 -0.04
H 1.451 -3.011 1.052 -0.166 -0.056 -0.088 0.07
H 0.316 -3.110 -0.297 0.061 -0.039 0.158 0.06
H -0.088 -3.876 1.251 0.131 0.177 -0.074 0.09
C -1.270 5.379 -1.456 0.552 -0.122 -0.347 -0.16
H -2.039 6.040 -1.045 0.227 -0.144 -0.132 0.10
C -0.238 5.885 -2.255 -0.405 0.218 0.272 -0.11
H -0.204 6.957 -2.443 0.089 -0.262 -0.077 0.09
C 0.734 5.007 -2.734 -0.208 -0.313 0.250 -0.09
H 1.566 5.375 -3.334 -0.168 -0.098 0.137 0.10
C 0.644 3.659 -2.402 -0.364 0.118 0.266 -0.04
H 1.399 2.940 -2.704 -0.087 0.097 -0.017 0.10
C -0.441 3.223 -1.597 0.203 1.115 -0.346 -0.35
C -0.628 1.898 -1.085 0.937 -2.699 -1.615 -0.14
H -1.656 1.529 -1.143 0.083 0.260 -0.171 0.06
C 0.999 -0.265 -1.615 0.273 -0.262 0.732 -0.28
C 0.073 0.571 -3.492 -0.166 -0.167 0.638 -0.10
H -0.492 1.274 -4.059 -0.175 0.245 -0.276 0.11
C 0.745 -0.539 -3.853 0.111 0.063 0.009 -0.07
H 0.891 -0.982 -4.813 0.147 -0.065 -0.221 0.09
N 1.288 -1.063 -2.676 0.347 -0.881 -0.555 -0.04
C 1.908 -2.321 -2.521 -0.110 -0.297 0.298 -0.14
C 1.313 -3.472 -3.076 0.640 -0.118 0.423 -0.21
C 1.885 -4.717 -2.790 0.049 0.400 -0.079 -0.02
H 1.436 -5.615 -3.222 0.086 0.198 0.140 0.11
C 2.997 -4.837 -1.954 0.037 0.374 0.086 -0.29
C 3.613 -6.176 -1.685 0.112 -0.244 0.042 -0.07
H 4.078 -6.196 -0.693 -0.077 -0.070 -0.140 0.07
H 4.394 -6.414 -2.420 -0.120 0.032 0.107 0.08
H 2.859 -6.968 -1.737 0.131 0.048 0.051 0.07
C 3.541 -3.682 -1.383 -0.342 -0.191 -0.370 -0.02
H 4.401 -3.764 -0.714 -0.214 0.035 -0.161 0.12
C 3.019 -2.418 -1.661 -0.039 -0.293 -0.227 -0.21
C 3.637 -1.220 -1.020 0.758 -0.011 0.098 -0.10
H 3.504 -0.299 -1.596 -0.075 -0.269 0.345 0.06
H 4.716 -1.399 -0.909 -0.115 0.028 -0.022 0.07
H 3.251 -1.057 0.003 -0.063 0.221 -0.366 0.04
C 0.054 -3.418 -3.880 -0.451 -0.414 -0.355 -0.06
H 0.197 -2.946 -4.860 -0.136 -0.083 0.246 0.07
H -0.774 -2.910 -3.364 0.345 0.058 -0.126 0.08
H -0.272 -4.449 -4.065 -0.017 0.181 -0.026 0.07
C 4.568 3.432 5.335 -0.125 -0.038 -0.101 -0.11
C 4.108 2.155 4.989 -0.079 0.100 -0.187 -0.10
C 3.234 1.984 3.908 0.094 0.754 0.280 -0.12
C 2.779 3.113 3.207 0.160 -0.277 0.299 -0.38
C 3.283 4.383 3.516 0.231 -0.228 0.431 -0.12
C 4.168 4.545 4.590 -0.127 -0.238 -0.278 -0.10
As 1.412 2.885 1.805 0.006 -0.556 -0.764 1.22
C -0.042 3.905 2.668 -0.184 0.420 0.539 -0.40
C -1.245 4.049 1.958 0.234 0.254 0.327 -0.14
C -2.277 4.840 2.465 0.279 -0.064 0.139 -0.09
C -2.122 5.476 3.703 -0.009 -0.028 -0.095 -0.11
C -0.956 5.278 4.444 0.068 -0.241 -0.035 -0.10
C 0.072 4.464 3.947 -0.466 0.260 -0.246 -0.11
C 2.117 4.330 0.662 -0.195 -0.244 -0.049 -0.39
C 1.642 5.641 0.732 0.358 0.097 -0.265 -0.12
C 2.310 6.654 0.032 -0.149 -0.182 0.069 -0.10
C 3.423 6.351 -0.750 0.020 -0.061 -0.020 -0.11
C 3.867 5.027 -0.855 -0.225 -0.023 0.115 -0.10
C 3.213 4.012 -0.153 0.087 0.494 -0.055 -0.13
H 5.243 3.560 6.183 -0.167 -0.062 -0.241 0.09
H 4.432 1.285 5.563 -0.041 0.212 -0.143 0.09
H 2.908 0.987 3.605 0.051 0.288 0.018 0.06
H 2.979 5.252 2.930 0.009 -0.228 0.215 0.10
H 4.536 5.543 4.833 -0.036 -0.279 -0.018 0.10
H -1.368 3.581 0.983 0.106 0.089 0.224 0.05
H -3.189 4.964 1.878 0.199 -0.009 0.197 0.10
H -2.916 6.119 4.087 0.226 -0.181 -0.068 0.09
H -0.829 5.759 5.415 -0.120 -0.137 -0.201 0.09
H 0.961 4.280 4.549 -0.209 0.185 -0.173 0.09
H 0.764 5.877 1.336 0.274 -0.047 -0.142 0.10
H 1.941 7.680 0.103 0.142 -0.262 -0.067 0.10
H 3.946 7.146 -1.287 -0.148 -0.225 0.150 0.09
H 4.725 4.784 -1.483 -0.211 0.074 0.159 0.10
H 3.554 2.976 -0.227 -0.121 0.269 0.093 0.07

No. 3
12
Properties=species:S:1:pos:R:3:forces:R:3:lowdin_charge:R:1 method="wB97M-V/def2-TZVPD" homo_lumo_gap_ev=8.57 homo_ev=-15.038 fmax_ha_per_bohr=0.115 total_charge=+1 e_tot_ev=-76220.7315 multiplicity=1
C 0.378 -1.237 -0.417 0.768 0.878 -0.745 -0.29
C 0.320 0.251 1.410 0.258 -0.331 -0.291 -0.18
C -0.029 -0.296 -1.460 -1.473 2.179 -0.162 -0.39
N 0.584 -1.048 0.789 -0.252 -0.150 1.737 0.08
N -0.266 1.117 0.376 -3.662 -4.622 -0.105 0.10
Br -1.617 -0.817 -2.292 0.530 0.396 0.279 0.91
H 0.512 -2.196 -0.829 0.324 -1.473 -0.401 0.12
H -0.385 0.057 2.326 1.607 0.664 -1.706 0.17
H 1.362 0.586 1.626 -1.045 0.152 0.562 0.15
H 0.493 0.478 -2.115 -0.098 -1.340 1.298 0.11
H -1.311 1.103 0.444 1.191 0.020 -0.062 0.14
H -0.040 2.001 0.142 1.852 3.626 -0.401 0.07